{
  "formula": "C4H14O3S",
  "method": "ωB97M-V/def2-TZVPD",
  "elements": ["O", "C", "C", "C", "C", "S", "H", "H", "H", "H", "H", "H", "H", "H", "H", "H", "O", "H", "H", "O", "H", "H"],
  "coordinates": [[2.073, -0.927, 2.061], [1.677, -0.812, 0.743], [1.449, 0.837, 0.480], [0.321, 1.597, 1.159], [-0.793, 1.501, 0.131], [-2.273, 0.924, 0.930], [2.251, -0.165, 2.572], [2.292, -1.081, -0.053], [0.737, -1.243, 0.526], [1.613, 1.145, -0.690], [2.382, 1.279, 0.787], [0.622, 2.508, 1.595], [0.007, 0.989, 2.040], [-0.966, 2.371, -0.490], [-0.466, 0.718, -0.606], [-1.596, 0.083, 1.759], [-1.595, -0.010, -2.989], [-1.665, -0.872, -3.325], [-2.353, -0.065, -2.408], [-1.516, -2.826, -1.558], [-1.346, -2.582, -0.654], [-0.853, -3.368, -2.008]],
  "forces_ev_per_a": [[0.135, -3.214, -0.022], [-1.875, 6.007, 0.219], [2.788, -0.427, -2.341], [-0.136, -2.939, -0.420], [0.307, -0.911, -0.674], [-1.026, -0.332, 0.368], [0.154, 1.538, -0.071], [1.998, -0.873, -0.654], [-1.224, -0.945, 0.372], [-1.096, -1.037, 2.478], [0.828, -0.124, 0.733], [0.164, 1.468, -0.148], [0.352, 0.407, -0.436], [-0.230, 0.407, 0.261], [-0.601, 0.734, 0.625], [-0.538, 0.212, -0.375], [-0.134, 1.524, 0.602], [0.472, -2.083, -1.106], [-0.303, 0.601, 0.630], [-0.860, 0.006, -1.251], [0.747, -0.316, 0.204], [0.077, 0.298, 1.007]],
  "smiles": "OCCCCS.O.O",
  "relative_energy_kcal_mol": 52.22,
  "total_charge": 0,
  "e_tot_ha": -784.619660,
  "lumo_ev": 0.51
}